The following is a quantum chemistry calculation of a 5-piece molecular cluster, C37H81BN2O4S overall at a distorted geometry, from the OMol25 dataset.

```
126
C37H81BN2O4S | the OMol25 dataset | ωB97M-V with the def2-TZVPD basis set
C 5.10273 -4.53494 3.93069
C 4.68526 -3.43316 3.61002
C 4.07502 -2.04871 3.25095
C 3.92785 -1.97638 1.67863
O 3.43424 -3.26910 1.25613
S 2.71861 -3.23942 -0.22220
O 1.98892 -4.52570 -0.34125
O 3.65227 -3.14521 -1.35642
C 1.40159 -1.92893 -0.32578
C 1.51698 -1.09116 -1.64871
N 0.29017 -0.35379 -2.00351
C 0.40194 1.08901 -1.71254
C 1.51946 -1.08337 0.99838
C 0.90180 -1.77460 2.26131
C -0.68002 -1.95971 2.16489
N -1.00166 -3.05435 3.11314
C 3.07941 -0.74993 1.18254
B 3.35863 0.58123 2.04896
O 2.47052 1.16646 2.95885
C 4.80607 1.29393 1.89667
C 4.84762 2.02016 0.48061
H 5.34848 -5.47013 4.45205
H 3.10219 -1.98335 3.78542
H 4.80154 -1.30037 3.64270
H 4.95998 -1.85158 1.25426
H 0.40640 -2.42999 -0.33548
H 1.71645 -1.82816 -2.47299
H 2.36441 -0.36892 -1.67296
H -0.52576 -0.76226 -1.54744
H -0.63030 1.47739 -1.54006
H 0.95295 1.25129 -0.73906
H 0.94995 1.66865 -2.48800
H 1.01063 -0.08367 0.90373
H 1.30383 -2.79908 2.46389
H 1.07604 -1.19743 3.20938
H -1.11685 -1.03500 2.60583
H -1.02538 -2.16299 1.12318
H -0.46156 -3.89320 2.90650
H -1.98422 -3.31659 3.04500
H 3.44287 -0.52111 0.14004
H 1.57263 0.81524 2.87935
H 4.87422 2.06815 2.70542
H 5.63485 0.54507 1.95354
H 4.24443 1.47503 -0.28350
H 4.41049 3.04696 0.57103
H 5.90522 2.13005 0.12711
C 9.68171 6.94338 -2.88649
C 9.43542 7.04443 -1.38552
C 9.37546 5.68499 -0.68973
C 8.23959 4.76826 -1.14997
C 6.83395 5.35225 -1.00673
C 6.45185 5.65324 0.43771
H 8.87290 6.41344 -3.39376
H 9.74882 7.94034 -3.32691
H 10.61845 6.42060 -3.09302
H 8.51837 7.61146 -1.20078
H 10.24826 7.62553 -0.93908
H 9.29890 5.84555 0.38990
H 10.32522 5.16289 -0.84739
H 8.29601 3.83475 -0.57923
H 8.39778 4.48771 -2.19575
H 6.11718 4.63116 -1.41275
H 6.73203 6.25820 -1.61081
H 6.50347 4.74938 1.04988
H 5.42926 6.03461 0.48474
H 7.10549 6.40734 0.88043
C -7.87907 -5.36765 4.29994
C -6.83599 -6.45837 4.08952
C -5.49697 -6.14858 4.75728
C -4.78410 -4.89990 4.23300
C -4.49302 -4.89953 2.73185
C -3.55541 -6.02133 2.30096
H -7.56584 -4.41952 3.85701
H -8.82326 -5.65409 3.83173
H -8.06562 -5.20637 5.36432
H -6.70015 -6.63559 3.01858
H -7.22226 -7.39358 4.50633
H -4.83997 -7.01654 4.64780
H -5.65563 -6.02829 5.83415
H -3.84048 -4.78597 4.77787
H -5.37674 -4.01210 4.47538
H -4.03217 -3.94115 2.46871
H -5.42390 -4.95778 2.16070
H -2.60011 -5.95442 2.82766
H -3.35509 -5.95328 1.22954
H -3.98688 -7.00515 2.49365
C 2.80939 4.63987 -6.82863
C 2.39524 3.25148 -7.30278
C 0.96929 3.19982 -7.85043
C -0.12799 3.54518 -6.84100
C -0.15109 2.67586 -5.58359
C -0.41981 1.20367 -5.87261
H 2.18710 4.98629 -6.00079
H 3.84415 4.62759 -6.47970
H 2.73696 5.36652 -7.64114
H 2.52021 2.53223 -6.48804
H 3.08134 2.93670 -8.09511
H 0.78598 2.20210 -8.26021
H 0.88850 3.88991 -8.69709
H -1.09766 3.46730 -7.34408
H -0.03159 4.59332 -6.54121
H -0.93838 3.04837 -4.92046
H 0.78810 2.77681 -5.03119
H -1.37649 1.07561 -6.38461
H -0.45909 0.63731 -4.93892
H 0.36449 0.76408 -6.49198
C -10.22485 -0.58344 -0.45272
C -9.10408 0.04204 0.36966
C -8.06755 -0.97326 0.84986
C -8.60359 -2.05489 1.79069
C -9.27401 -1.53865 3.06403
C -8.32689 -0.75623 3.96643
H -10.80029 -1.30450 0.13140
H -10.91686 0.18767 -0.79751
H -9.82460 -1.09376 -1.33185
H -9.52993 0.58661 1.21736
H -8.59588 0.78895 -0.24823
H -7.25031 -0.43607 1.34094
H -7.62105 -1.46456 -0.02142
H -7.77289 -2.71300 2.06906
H -9.31615 -2.68664 1.25155
H -9.65835 -2.39629 3.62495
H -10.14190 -0.92056 2.81738
H -7.47363 -1.37174 4.26245
H -8.84477 -0.44066 4.87462
H -7.94944 0.14227 3.47399
```

## Properties
HOMO-LUMO gap ... 9.56 eV
SMILES ... C#CC[C@H]1OS(=O)(=O)[C@H](CNC)[C@@H](CCN)[C@H]1B(O)CC.CCCCCC.CCCCCC.CCCCCC.CCCCCC
E_HOMO ... -0.34435 hartree
Max |F| ... 0.1150 Eh/bohr